Arrangement 1

{
  "formula": "H21O11",
  "method": "ωB97M-V/def2-TZVPD",
  "symbols": ["O", "H", "O", "H", "H", "O", "H", "H", "O", "H", "H", "O", "H", "H", "O", "H", "H", "O", "H", "H", "O", "H", "H", "O", "H", "H", "O", "H", "H", "O", "H", "H"],
  "xyz": [[-0.721, -0.329, -0.042], [-0.023, 0.391, -0.040], [-3.282, -0.769, 0.121], [-3.478, -1.393, 0.885], [-2.260, -0.624, 0.091], [0.508, 2.588, -0.880], [0.771, 3.465, -0.972], [0.633, 2.626, 0.199], [1.324, -0.890, -0.147], [1.451, -1.906, 0.154], [0.351, -0.623, -0.204], [3.290, 0.844, 1.023], [2.354, 0.467, 0.670], [4.066, 0.381, 0.833], [1.235, -1.251, -2.795], [1.034, -0.346, -2.771], [1.385, -1.325, -1.860], [-1.087, 0.462, -2.713], [-1.155, 1.461, -2.832], [-0.789, 0.319, -1.783], [-1.470, 0.777, 2.275], [-2.320, 1.068, 2.062], [-1.201, 0.254, 1.374], [-0.891, -2.585, -1.227], [-0.668, -1.728, -0.905], [-0.474, -2.307, -2.033], [0.612, 2.713, 2.209], [0.001, 1.973, 2.187], [1.261, 2.560, 2.855], [-0.213, -2.185, 1.818], [-0.274, -1.274, 1.302], [0.029, -2.814, 1.145]],
  "nbo_charge": [-1.095, 0.493, -0.999, 0.460, 0.501, -0.978, 0.460, 0.500, -1.068, 0.489, 0.423, -1.026, 0.531, 0.466, -0.975, 0.469, 0.481, -0.972, 0.468, 0.486, -1.011, 0.472, 0.493, -0.970, 0.465, 0.475, -0.987, 0.508, 0.478, -0.982, 0.488, 0.456],
  "charge": -1,
  "homo_energy_ev": -7.14,
  "lumo_energy_ev": 3.06,
  "orbital_gap_ev": 10.200
}

Arrangement 2

{
  "formula": "H21O11",
  "method": "ωB97M-V/def2-TZVPD",
  "symbols": ["O", "H", "H", "O", "H", "H", "O", "H", "H", "O", "H", "H", "O", "H", "H", "O", "H", "H", "O", "H", "O", "H", "H", "O", "H", "H", "O", "H", "H", "O", "H", "H"],
  "xyz": [[2.371, -0.508, -2.118], [1.938, -1.357, -1.963], [1.552, 0.071, -2.027], [1.531, 3.333, 1.702], [0.958, 4.082, 1.556], [1.354, 2.599, 1.107], [-1.335, 3.959, -0.224], [0.936, -3.780, -0.149], [-3.091, 0.032, -1.851], [-0.951, 1.318, 0.033], [-1.897, 1.226, -0.112], [-1.243, -1.101, 1.730], [0.078, 1.123, 3.456], [1.132, -2.395, 0.803], [-0.257, 1.339, -1.045], [-2.731, -0.673, -2.393], [-1.834, -0.291, -2.332], [0.678, 1.949, -2.335], [0.328, 1.123, -1.995], [-1.411, 3.208, 0.387], [0.779, -4.634, 0.269], [-1.450, 3.630, -1.110], [0.412, -4.458, 1.137], [-0.060, -2.287, -1.261], [-0.573, -2.618, -0.521], [-0.580, -1.573, -1.636], [1.833, -2.034, 1.333], [0.453, 0.879, 2.620], [2.328, -2.739, 1.748], [-0.726, -1.223, 0.919], [0.291, 2.046, 3.557], [-0.813, -0.248, 0.714]],
  "nbo_charge": [-1.012, 0.462, 0.496, -0.978, 0.482, 0.497, -0.988, 0.480, 0.456, -1.169, 0.430, 0.457, -0.957, 0.470, 0.498, -0.934, 0.477, 0.456, -1.089, 0.505, -0.945, 0.468, 0.464, -0.977, 0.490, 0.486, -0.932, 0.483, 0.456, -1.018, 0.474, 0.513],
  "charge": -1,
  "homo_energy_ev": -6.53,
  "lumo_energy_ev": 2.94,
  "orbital_gap_ev": 9.470
}

Arrangement 3

{
  "formula": "H21O11",
  "method": "ωB97M-V/def2-TZVPD",
  "symbols": ["O", "H", "H", "O", "H", "H", "O", "H", "H", "O", "H", "H", "O", "H", "H", "O", "H", "H", "O", "H", "O", "H", "H", "O", "H", "H", "O", "H", "H", "O", "H", "H"],
  "xyz": [[0.066, -1.161, -2.809], [-0.337, -1.692, -2.107], [-0.536, -0.388, -2.817], [1.825, 3.365, -1.427], [1.098, 2.693, -1.391], [2.500, 2.683, -1.417], [-3.334, 2.090, 0.193], [-3.082, -2.723, 0.709], [-3.328, -0.719, -0.789], [-0.257, 1.495, -1.011], [-0.889, 2.005, -1.499], [1.339, 0.525, 1.790], [4.647, -0.323, -1.134], [-0.048, 1.276, 0.918], [0.759, -0.904, 0.183], [-2.425, -0.981, -0.940], [-1.960, -1.292, -0.141], [-0.239, -0.068, -0.882], [0.033, -0.960, -0.435], [-2.777, 2.437, -0.579], [-3.647, -3.335, 0.144], [-2.676, 2.119, 0.890], [-2.906, -3.221, -0.532], [0.328, -2.008, 3.698], [0.670, -1.263, 3.245], [0.934, -2.259, 4.379], [0.408, 1.806, 1.617], [4.131, -1.040, -1.577], [1.159, 2.251, 1.190], [1.857, -0.323, 1.795], [3.873, 0.240, -1.024], [2.813, -0.324, 1.759]],
  "nbo_charge": [-0.969, 0.490, 0.471, -0.990, 0.512, 0.441, -0.954, 0.456, 0.481, -1.279, 0.424, 0.501, -0.940, 0.533, 0.487, -0.977, 0.492, 0.533, -1.094, 0.476, -0.937, 0.475, 0.477, -0.958, 0.495, 0.457, -0.970, 0.473, 0.488, -1.043, 0.467, 0.484],
  "charge": -1,
  "homo_energy_ev": -5.83,
  "lumo_energy_ev": 2.84,
  "orbital_gap_ev": 8.672
}

Which one sits at the top of the stability order? arrangement 2 does.

Arrangement 1

{
  "formula": "H21O11",
  "method": "ωB97M-V/def2-TZVPD",
  "symbols": ["O", "H", "H", "O", "H", "H", "O", "H", "H", "O", "H", "H", "O", "H", "H", "O", "H", "H", "O", "H", "O", "H", "H", "O", "H", "H", "O", "H", "H", "O", "H", "H"],
  "xyz": [[-3.359, 3.177, 0.612], [-3.020, 3.948, 0.833], [-2.603, 2.516, 0.390], [0.464, -1.238, -1.992], [0.770, -2.002, -1.479], [0.110, -0.615, -1.186], [4.029, -1.920, 1.669], [1.192, 2.177, -2.062], [3.683, 0.090, -1.665], [-1.866, 1.434, -0.482], [-1.024, 0.633, -0.140], [-1.124, -1.300, 3.633], [-3.578, -1.081, 0.598], [0.989, 0.510, 2.771], [-2.061, 1.025, -1.425], [4.050, 0.380, -0.900], [3.491, 1.007, -0.467], [-1.171, -1.047, 0.244], [-0.530, -0.409, 0.353], [4.107, -1.472, 0.921], [1.759, 2.148, -1.464], [3.139, -2.048, 1.660], [1.182, 2.086, -0.734], [-0.710, -2.562, -4.379], [-1.524, -2.567, -3.980], [-0.545, -1.702, -4.704], [1.346, 0.847, 1.977], [-3.649, -0.184, 0.947], [0.716, 0.028, 1.370], [-0.520, -0.762, 4.157], [-2.605, -1.013, 0.443], [-1.137, -0.084, 4.482]],
  "nbo_charge": [-1.003, 0.438, 0.514, -1.015, 0.456, 0.499, -0.922, 0.442, 0.469, -1.117, 0.497, 0.473, -0.938, 0.460, 0.457, -0.964, 0.495, 0.427, -1.087, 0.466, -0.919, 0.455, 0.478, -0.929, 0.462, 0.468, -1.027, 0.481, 0.509, -0.939, 0.448, 0.468],
  "charge": -1,
  "homo_energy_ev": -6.76,
  "lumo_energy_ev": 2.79,
  "orbital_gap_ev": 9.548
}

Arrangement 2

{
  "formula": "H21O11",
  "method": "ωB97M-V/def2-TZVPD",
  "symbols": ["O", "H", "H", "O", "H", "H", "O", "H", "H", "O", "H", "H", "O", "H", "H", "O", "H", "H", "O", "H", "O", "H", "H", "O", "H", "H", "O", "H", "H", "O", "H", "H"],
  "xyz": [[3.990, 0.720, 1.055], [3.422, 0.820, 1.768], [3.437, 0.495, 0.225], [0.041, 0.397, 1.051], [0.426, 0.972, 0.376], [2.597, -0.307, -2.069], [0.698, -1.108, 3.399], [0.559, 0.378, -1.418], [-0.816, 3.528, 2.915], [-2.453, 2.240, -1.967], [-2.754, 2.218, -1.062], [-3.016, -2.535, 1.147], [-3.116, 0.392, 2.620], [-1.292, -1.519, -4.772], [-2.120, 1.323, -2.048], [0.070, 3.747, 2.822], [0.787, 3.310, 3.236], [3.820, -1.023, -3.004], [3.588, -0.857, -2.222], [0.072, -1.010, 2.674], [1.810, 0.454, -1.202], [1.446, -1.143, 2.928], [1.965, -0.370, -0.644], [-0.603, -0.039, -1.269], [-0.831, -0.801, -1.426], [-0.644, 0.103, 0.503], [-0.698, -2.195, -4.605], [-2.572, 0.616, 1.838], [-0.058, -1.917, -4.077], [-2.938, -3.214, 0.352], [-2.668, -0.384, 2.949], [-2.152, -3.291, -0.075]],
  "nbo_charge": [-0.969, 0.455, 0.506, -1.009, 0.499, 0.497, -0.938, 0.513, 0.486, -0.961, 0.454, 0.490, -0.942, 0.466, 0.497, -0.977, 0.491, 0.427, -1.060, 0.478, -1.069, 0.457, 0.457, -1.135, 0.422, 0.480, -0.933, 0.479, 0.467, -0.965, 0.462, 0.475],
  "charge": -1,
  "homo_energy_ev": -6.72,
  "lumo_energy_ev": 2.44,
  "orbital_gap_ev": 9.161
}

Which one sits at the top of the stability order? arrangement 1 does.

Arrangement 1

{
  "formula": "C14H16O2",
  "method": "ωB97M-V/def2-TZVPD",
  "symbols": ["C", "C", "C", "C", "C", "O", "C", "C", "H", "H", "H", "H", "H", "H", "H", "H", "C", "C", "C", "C", "C", "O", "C", "C", "H", "H", "H", "H", "H", "H", "H", "H"],
  "xyz": [[-0.125, 3.334, 2.050], [-1.150, 2.263, 1.808], [-1.118, 1.480, 0.656], [-1.885, 0.337, 0.531], [-2.684, -0.053, 1.601], [-3.239, -1.312, 1.527], [-2.914, 0.802, 2.664], [-2.102, 1.931, 2.751], [0.792, 2.860, 2.430], [-0.549, 4.137, 2.633], [0.371, 3.577, 1.108], [-0.445, 1.728, -0.152], [-1.944, -0.266, -0.355], [-3.148, -1.784, 2.360], [-3.772, 0.609, 3.290], [-2.251, 2.533, 3.645], [-0.533, -2.429, -1.305], [0.787, -1.863, -1.713], [0.884, -0.553, -2.161], [2.138, 0.031, -2.321], [3.282, -0.675, -2.013], [4.522, -0.106, -2.153], [3.233, -2.008, -1.628], [1.973, -2.553, -1.463], [-0.853, -2.024, -0.344], [-0.594, -3.497, -1.104], [-1.310, -2.158, -2.016], [-0.012, 0.019, -2.383], [2.202, 1.024, -2.744], [4.455, 0.700, -2.673], [4.152, -2.570, -1.555], [1.838, -3.513, -0.972]],
  "nbo_charge": [-0.638, -0.035, -0.211, -0.218, 0.279, -0.700, -0.283, -0.198, 0.225, 0.224, 0.219, 0.208, 0.216, 0.485, 0.221, 0.207, -0.632, -0.059, -0.176, -0.298, 0.302, -0.675, -0.265, -0.181, 0.225, 0.219, 0.214, 0.207, 0.206, 0.476, 0.229, 0.207],
  "charge": 0,
  "homo_energy_ev": -8.39,
  "smiles": "Cc1ccc(O)cc1.Cc1ccc(O)cc1",
  "lumo_energy_ev": 0.78,
  "orbital_gap_ev": 9.170
}

Arrangement 2

{
  "formula": "C14H16O2",
  "method": "ωB97M-V/def2-TZVPD",
  "symbols": ["C", "C", "C", "C", "C", "O", "C", "C", "H", "H", "H", "H", "H", "H", "H", "H", "C", "C", "C", "C", "C", "O", "C", "C", "H", "H", "H", "H", "H", "H", "H", "H"],
  "xyz": [[-3.507, 1.441, -0.353], [-2.253, 1.516, 0.495], [-1.801, 0.353, 1.121], [-0.727, 0.422, 1.996], [-0.184, 1.656, 2.315], [0.751, 1.621, 3.325], [-0.558, 2.803, 1.647], [-1.644, 2.727, 0.769], [-3.922, 2.434, -0.524], [-4.303, 0.835, 0.066], [-3.258, 1.054, -1.328], [-2.356, -0.566, 0.981], [-0.439, -0.458, 2.560], [1.119, 2.499, 3.526], [0.031, 3.715, 1.699], [-1.914, 3.607, 0.203], [0.866, -2.958, -3.112], [1.302, -2.129, -1.930], [0.679, -0.924, -1.641], [1.132, -0.163, -0.559], [2.186, -0.606, 0.216], [2.697, 0.225, 1.202], [2.729, -1.868, 0.014], [2.287, -2.609, -1.070], [0.453, -3.909, -2.799], [1.680, -3.144, -3.816], [0.071, -2.461, -3.666], [-0.124, -0.504, -2.225], [0.632, 0.782, -0.376], [2.073, 0.352, 1.936], [3.539, -2.188, 0.658], [2.762, -3.553, -1.331]],
  "nbo_charge": [-0.624, -0.055, -0.170, -0.296, 0.358, -0.706, -0.316, -0.189, 0.213, 0.218, 0.215, 0.216, 0.228, 0.487, 0.217, 0.213, -0.624, -0.044, -0.198, -0.250, 0.276, -0.718, -0.251, -0.195, 0.216, 0.216, 0.211, 0.207, 0.223, 0.493, 0.224, 0.207],
  "charge": 0,
  "homo_energy_ev": -8.46,
  "smiles": "Cc1ccc(O)cc1.Cc1ccc(O)cc1",
  "lumo_energy_ev": 0.77,
  "orbital_gap_ev": 9.228
}

Arrangement 3

{
  "formula": "C14H16O2",
  "method": "ωB97M-V/def2-TZVPD",
  "symbols": ["C", "C", "C", "C", "C", "O", "C", "C", "H", "H", "H", "H", "H", "H", "H", "H", "C", "C", "C", "C", "C", "O", "C", "C", "H", "H", "H", "H", "H", "H", "H", "H"],
  "xyz": [[2.765, -2.749, 0.122], [2.543, -1.415, -0.511], [1.277, -0.923, -0.844], [1.140, 0.386, -1.326], [2.252, 1.186, -1.477], [2.128, 2.465, -1.946], [3.522, 0.648, -1.276], [3.673, -0.618, -0.766], [2.652, -2.809, 1.205], [3.804, -3.058, -0.068], [2.246, -3.599, -0.321], [0.500, -1.653, -1.036], [0.178, 0.829, -1.555], [2.980, 2.810, -2.131], [4.394, 1.291, -1.353], [4.625, -1.000, -0.426], [-4.124, -0.415, -0.785], [-3.181, 0.195, 0.177], [-2.051, -0.482, 0.616], [-1.200, -0.037, 1.623], [-1.518, 1.193, 2.144], [-0.762, 1.771, 3.142], [-2.473, 2.027, 1.588], [-3.337, 1.535, 0.613], [-4.114, -1.504, -0.686], [-3.775, -0.332, -1.824], [-5.143, -0.042, -0.732], [-1.878, -1.506, 0.287], [-0.257, -0.534, 1.802], [-0.056, 1.227, 3.463], [-2.581, 3.038, 1.949], [-4.230, 2.074, 0.330]],
  "nbo_charge": [-0.636, -0.044, -0.204, -0.250, 0.289, -0.664, -0.280, -0.193, 0.217, 0.211, 0.218, 0.216, 0.230, 0.475, 0.204, 0.211, -0.628, -0.065, -0.180, -0.295, 0.304, -0.684, -0.264, -0.180, 0.215, 0.218, 0.219, 0.201, 0.223, 0.479, 0.226, 0.211],
  "charge": 0,
  "homo_energy_ev": -8.24,
  "smiles": "Cc1ccc(O)cc1.Cc1ccc(O)cc1",
  "lumo_energy_ev": 0.77,
  "orbital_gap_ev": 9.010
}

Which one sits at the top of the stability order? arrangement 2 does.

Arrangement 1

{
  "formula": "C3H4N2O",
  "method": "ωB97M-V/def2-TZVPD",
  "symbols": ["N", "C", "C", "O", "C", "N", "H", "H", "H", "H"],
  "xyz": [[-1.012, 2.717, -1.673], [-0.452, 1.897, -1.138], [0.536, 0.615, -0.384], [0.840, 0.699, 0.985], [-0.078, -0.265, 0.637], [0.222, -1.634, 0.735], [1.289, 0.271, -1.125], [-1.174, -0.067, 0.962], [-0.603, -1.992, 1.106], [0.429, -2.241, -0.104]],
  "nbo_charge": [-0.360, 0.217, 0.049, -0.443, 0.210, -0.835, 0.228, 0.180, 0.368, 0.387],
  "charge": 0,
  "homo_energy_ev": -10.53,
  "smiles": "N#C[C@H]1O[C@@H]1N",
  "lumo_energy_ev": 0.62,
  "orbital_gap_ev": 11.154
}

Arrangement 2

{
  "formula": "C3H4N2O",
  "method": "ωB97M-V/def2-TZVPD",
  "symbols": ["H", "N", "N", "C", "C", "C", "O", "H", "H", "H"],
  "xyz": [[-1.155, 1.077, -2.000], [-0.832, 0.612, -1.142], [-0.856, 1.452, -0.230], [-0.306, 0.976, 1.029], [0.491, -0.081, 1.002], [1.154, -0.703, 0.023], [1.060, -1.957, -0.452], [-0.528, 1.638, 1.867], [1.948, -0.161, -0.499], [0.363, -2.455, -0.002]],
  "nbo_charge": [0.325, -0.347, -0.139, -0.143, -0.132, 0.186, -0.649, 0.211, 0.198, 0.489],
  "charge": 0,
  "homo_energy_ev": -9.13,
  "smiles": "[H]/N=N/C=C=CO",
  "lumo_energy_ev": 0.04,
  "orbital_gap_ev": 9.167
}

Which one sits at the top of the stability order? arrangement 1 does.